Entry 1:
Here is an isolated ion of composition C3H9N2 and charge +1 at a distorted geometry from the Open Molecules 2025 dataset. Energies are from wB97M-V/def2-TZVPD.

As for the energy above the lowest of the compared OMol25 structures with the same formula, charge and spin: 278.84 kJ/mol. Its HOMO energy is -14.24 eV. Its charge is +1. As for the total energy: -6228.1585 eV. For the largest force on an atom, the calculation gives 4.7 eV/Å. As for the molar mass: 73.12 g/mol. The structure (SMILES) is C=[N+](C)CN. The HOMO-LUMO gap comes out at 9.0544 eV.

Geometry as XYZ:
```
14
Properties=species:S:1:pos:R:3:lowdin_charge:R:1
C 0.04237 0.59683 0.97438 -0.143
N -0.79614 -0.18058 1.80280 0.035
H -0.26972 1.56960 1.19036 0.114
H 1.14379 0.33889 1.12382 0.142
H -0.49505 -1.14456 2.02118 0.108
H -1.20143 0.06049 2.64726 0.067
C 0.91047 -0.94467 -0.92202 0.019
C -0.80768 0.70249 -1.41611 0.195
N -0.17001 0.01991 -0.52094 -0.104
H 0.85368 -1.89676 -0.36372 0.117
H 0.79857 -0.99930 -2.04049 0.112
H 1.79320 -0.23839 -0.89442 0.131
H -0.99784 1.75505 -1.24728 0.134
H -0.80422 0.36102 -2.35482 0.072
```



Entry 2:
Here is C3H9N2 as an isolated structure at a distorted geometry from the Open Molecules 2025 dataset. Energies are from wB97M-V/def2-TZVPD.

As for the energy above the lowest of the compared OMol25 structures with the same formula, charge and spin: 167.95 kJ/mol. Its HOMO energy is -15.40 eV. Its charge is +1. As for the total energy: -6229.3077 eV. For the largest force on an atom, the calculation gives 1.7 eV/Å. As for the molar mass: 73.12 g/mol. The HOMO-LUMO gap comes out at 11.1801 eV.

Geometry as XYZ:
```
14
Properties=species:S:1:pos:R:3:lowdin_charge:R:1
C -2.04475 -1.30433 -0.51821 0.095
N -0.78015 -1.46280 -0.37891 0.119
H -2.74045 -2.13555 -0.71331 0.118
H -2.45051 -0.31505 -0.42665 0.095
H 0.04034 -0.59818 -0.07985 0.074
H -0.49224 -2.40569 -0.48652 0.108
C 0.92837 1.50845 -0.72539 -0.082
C 1.12139 0.71351 1.48253 0.065
N 0.81333 0.46194 0.27365 -0.117
H 1.40118 1.07079 -1.64973 0.110
H 1.55736 2.34816 -0.38572 0.092
H -0.07535 1.89459 -0.99541 0.100
H 0.91663 -0.04342 2.26240 0.106
H 1.58071 1.68460 1.77799 0.116
```



Entry 3:
Here is an isolated ion of composition C3H9N2 and charge +1 at a distorted geometry from the Open Molecules 2025 dataset. Energies are from wB97M-V/def2-TZVPD.

As for the energy above the lowest of the compared OMol25 structures with the same formula, charge and spin: 348.29 kJ/mol. Its HOMO energy (alpha / beta) is -8.49 / -16.91 eV. Its charge is +1. As for the total energy: -6222.3045 eV. The spin multiplicity is 3. For the largest force on an atom, the calculation gives 6.0 eV/Å. The expectation value of S² is 2.005. As for the molar mass: 73.12 g/mol. The HOMO-LUMO gap (alpha / beta) comes out at 5.2105 / 8.4388 eV.

Geometry as XYZ:
```
14
Properties=species:S:1:pos:R:3:mulliken_spin:R:1
C 0.63821 -0.52853 1.43374 0.138
C -0.52334 -0.50350 -0.38946 0.504
C -0.04712 0.52581 -1.55109 0.096
N 0.66271 -1.22753 0.17992 0.909
N -0.51625 0.33916 0.96773 0.456
H 0.46467 -1.07155 2.38145 0.033
H 1.51727 -0.05188 1.47017 0.082
H -1.41369 -0.91513 -0.65186 0.066
H 0.15367 1.53965 -1.14193 0.017
H -0.78757 0.95792 -2.27502 0.001
H 0.82259 -0.04110 -1.95931 0.002
H 0.65176 -2.23184 0.15622 -0.086
H -1.35443 0.22694 1.61049 -0.140
H -0.29302 1.35627 0.93216 -0.078
```



Entry 4:
Here is an isolated ion of composition C3H9N2O and charge -1 at a distorted geometry from the Open Molecules 2025 dataset. Energies are from wB97M-V/def2-TZVPD.

As for the energy above the lowest of the compared OMol25 structures with the same formula, charge and spin: 207.64 kJ/mol. Its HOMO energy is -2.70 eV. Its charge is -1. As for the total energy: -8282.7885 eV. For the largest force on an atom, the calculation gives 4.6 eV/Å. As for the molar mass: 89.12 g/mol. The structure (SMILES) is NCCNC[O-]. The HOMO-LUMO gap comes out at 7.1139 eV.

Geometry as XYZ:
```
15
Properties=species:S:1:pos:R:3:lowdin_charge:R:1
C -0.22582 0.09711 -0.94767 -0.371
N -0.80120 0.90727 0.00554 -0.127
C -1.53622 0.11640 1.15037 -0.566
O -2.59849 -0.54282 0.69353 -0.330
C 1.09720 -0.72862 -0.59112 -0.257
N 2.32940 0.00287 -0.05428 -0.066
H -0.98501 -0.64097 -1.30984 0.094
H 0.06841 0.56400 -1.94850 0.100
H -1.64349 1.49575 -0.38247 0.127
H -0.73229 -0.47385 1.66066 0.060
H -1.56423 0.99744 1.87541 0.066
H 0.66369 -1.50739 0.18922 0.121
H 1.43597 -1.26168 -1.41337 0.042
H 2.31859 1.04489 0.07195 0.049
H 2.17350 -0.07038 1.00057 0.056
```



Entry 5:
Here is C3H9N2O as an isolated structure at a distorted geometry from the Open Molecules 2025 dataset. Energies are from wB97M-V/def2-TZVPD.

As for the energy above the lowest of the compared OMol25 structures with the same formula, charge and spin: 426.07 kJ/mol. Its HOMO energy is -14.40 eV. Its charge is +1. As for the total energy: -8274.6580 eV. For the largest force on an atom, the calculation gives 3.8 eV/Å. As for the molar mass: 89.12 g/mol. The HOMO-LUMO gap comes out at 10.5257 eV.

Geometry as XYZ:
```
15
Properties=species:S:1:pos:R:3:lowdin_charge:R:1
C 1.43363 0.44063 -0.42269 -0.045
C 2.69101 0.49073 0.37429 -0.029
C -2.29296 -0.78304 -0.34867 -0.046
N 0.48252 -0.37937 -0.27344 -0.037
N -2.73303 0.23315 0.45193 0.098
O -0.60819 -0.53210 -0.96886 -0.121
H 1.41714 1.17919 -1.29008 0.184
H 2.99504 -0.48745 0.87603 0.124
H 2.52499 1.28311 1.18369 0.127
H 3.48501 0.94708 -0.11074 0.056
H -2.14914 -1.89176 -0.10801 0.154
H -2.72612 -0.81977 -1.33273 0.113
H -2.31050 0.11571 1.37929 0.116
H 0.36384 -0.93216 0.56223 0.186
H -2.57322 1.13603 0.02778 0.119
```



Entry 6:
Here is a 2-piece molecular cluster, C3H9N2O overall at a distorted geometry from the Open Molecules 2025 dataset. Energies are from wB97M-V/def2-TZVPD.

As for the energy above the lowest of the compared OMol25 structures with the same formula, charge and spin: 650.40 kJ/mol. Its HOMO energy (alpha / beta) is -12.32 / -12.32 eV. Its charge is +1. As for the total energy: -8272.3329 eV. For the largest force on an atom, the calculation gives 5.6 eV/Å. As for the molar mass: 89.12 g/mol. The HOMO-LUMO gap (alpha / beta) comes out at 7.9158 / 7.9144 eV.

Geometry as XYZ:
```
15
Properties=species:S:1:pos:R:3:lowdin_charge:R:1
C -0.45338 0.91647 1.04484 0.026
C -0.98945 -1.28668 0.27320 0.063
C 1.70678 -0.34339 -0.74222 0.042
N -1.13702 0.02340 0.27341 -0.353
N 1.35945 0.84406 -0.34628 0.081
O -1.51365 0.58926 -0.85768 0.061
H -0.91856 1.87465 1.02028 0.096
H 0.02514 0.52740 1.92356 0.102
H -1.15648 -1.88048 -0.55861 0.064
H -0.71460 -1.84426 1.26551 0.147
H 0.96457 -0.80224 -1.50229 0.113
H 2.21204 -1.12792 -0.15402 0.114
H 2.01438 1.09353 0.33219 0.118
H -2.13375 -0.12201 -1.19300 0.170
H 0.73455 1.53820 -0.77889 0.157
```



Entry 7:
Here is an isolated ion of composition C3H9N2O and charge +1 at a distorted geometry from the Open Molecules 2025 dataset. Energies are from wB97M-V/def2-TZVPD.

As for the energy above the lowest of the compared OMol25 structures with the same formula, charge and spin: 743.80 kJ/mol. Its HOMO energy (alpha / beta) is -15.99 / -15.33 eV. Its charge is +1. As for the total energy: -8271.3649 eV. For the largest force on an atom, the calculation gives 11.2 eV/Å. As for the molar mass: 89.12 g/mol. The structure (SMILES) is C[N+](C)(N)C=O. The HOMO-LUMO gap (alpha / beta) comes out at 9.7880 / 9.0994 eV.

Geometry as XYZ:
```
15
Properties=species:S:1:pos:R:3:lowdin_charge:R:1
C -1.46446 -0.15661 0.34412 0.137
C 0.60706 1.10573 0.62981 0.034
C 0.74728 -1.23179 0.15074 -0.003
N -0.14514 0.14714 -1.42868 0.181
N -0.03016 -0.03513 0.00875 -0.405
O -2.13220 1.25961 0.56643 -0.040
H -1.96832 -1.10116 0.36759 0.139
H 0.84129 0.77340 1.69850 0.162
H 1.47848 1.31683 0.08170 0.111
H -0.04622 1.91305 0.52385 0.082
H 0.35527 -2.25705 0.24639 0.132
H 1.43311 -1.09336 -0.73035 0.143
H 1.35636 -1.16316 1.05773 0.113
H -0.86537 -0.47950 -1.64710 0.099
H -0.16700 1.00200 -1.86945 0.115
```



Entry 8:
Here is a 2-piece molecular cluster, C3H9N2O2 overall at a distorted geometry from the Open Molecules 2025 dataset. Energies are from wB97M-V/def2-TZVPD.

As for the energy above the lowest of the compared OMol25 structures with the same formula, charge and spin: 166.47 kJ/mol. Its HOMO energy is -4.09 eV. Its charge is -1. As for the total energy: -10332.6497 eV. For the largest force on an atom, the calculation gives 2.1 eV/Å. As for the molar mass: 105.12 g/mol. The HOMO-LUMO gap comes out at 8.3113 eV.

Geometry as XYZ:
```
16
Properties=species:S:1:pos:R:3:lowdin_charge:R:1
N 0.83662 1.88090 0.96044 -0.031
C -0.39242 1.28932 1.46830 -0.453
O -0.26201 -0.08079 1.66624 -0.209
H 1.47404 2.15170 1.75645 0.062
H 1.38509 1.20402 0.40801 0.061
H -0.61669 1.76362 2.48372 0.103
H -1.22179 1.55919 0.78299 0.084
C 0.86923 -1.84224 -0.84751 -0.496
N -0.33531 -1.42980 -0.47298 -0.112
C -0.93364 -0.59393 -1.53672 -0.181
O 1.43051 -1.85962 -1.99300 -0.150
H 1.41712 -2.26056 0.02519 0.098
H -0.41103 -0.78872 0.80541 0.036
H -0.21802 0.19571 -1.84824 0.065
H -1.87140 -0.07866 -1.16868 0.067
H -1.15032 -1.11013 -2.48962 0.055
```



Entry 9:
Here is a 2-piece molecular cluster, C3H9N2O2 overall at a distorted geometry from the Open Molecules 2025 dataset. Energies are from wB97M-V/def2-TZVPD.

As for the energy above the lowest of the compared OMol25 structures with the same formula, charge and spin: 156.63 kJ/mol. Its HOMO energy is -3.68 eV. Its charge is -1. As for the total energy: -10332.7516 eV. For the largest force on an atom, the calculation gives 1.7 eV/Å. As for the molar mass: 105.12 g/mol. The HOMO-LUMO gap comes out at 7.8293 eV.

Geometry as XYZ:
```
16
Properties=species:S:1:pos:R:3:lowdin_charge:R:1
N -0.58251 -0.85976 -2.35079 -0.039
C 0.30557 -1.57402 -1.40356 -0.550
O -0.33696 -1.84832 -0.23051 -0.323
H -0.26836 -0.95842 -3.32200 0.038
H -1.50329 -1.28931 -2.29315 0.044
H 0.61140 -2.54479 -1.89572 0.076
H 1.23056 -0.99270 -1.26293 0.077
C 0.18778 1.42265 0.21931 -0.416
N -0.08205 0.36300 1.02726 -0.041
C -0.03994 0.49806 2.47460 -0.126
O 0.57015 2.54383 0.53716 -0.078
H 0.00183 1.14700 -0.83373 0.097
H -0.33002 -0.63362 0.56267 0.051
H 0.84394 0.07841 2.97495 0.062
H -0.89733 -0.03095 2.90669 0.067
H 0.01991 1.53746 2.80296 0.059
```



Entry 10:
Here is an isolated ion of composition C3H9N2O2 and charge +1 at a distorted geometry from the Open Molecules 2025 dataset. Energies are from wB97M-V/def2-TZVPD.

As for the energy above the lowest of the compared OMol25 structures with the same formula, charge and spin: 604.84 kJ/mol. Its HOMO energy is -13.31 eV. Its charge is +1. As for the total energy: -10320.5834 eV. For the largest force on an atom, the calculation gives 4.8 eV/Å. As for the molar mass: 105.12 g/mol. The structure (SMILES) is N/C(=C\C[NH3+])OO. The HOMO-LUMO gap comes out at 9.9682 eV.

Geometry as XYZ:
```
16
Properties=species:S:1:pos:R:3:lowdin_charge:R:1
C -0.63272 -0.65053 0.88174 -0.019
C -0.72426 -0.23911 -0.40167 -0.264
C 0.51063 -0.35267 1.76714 -0.122
N 0.11280 0.87939 -0.85825 0.076
N 1.67920 -0.00709 0.89639 0.163
O -1.77513 -0.04280 -2.76906 0.042
O -1.77613 -0.50902 -1.33157 -0.046
H -1.50880 -1.32820 1.16931 0.167
H 0.71828 -1.10220 2.39402 0.087
H 0.05660 0.47044 2.37678 0.163
H 1.26111 0.49921 0.03770 0.069
H -0.37190 1.69078 -1.20006 0.124
H 0.56174 0.65315 -1.74966 0.123
H -2.65505 0.19128 -3.03590 0.098
H 2.34841 0.71098 1.13530 0.164
H 2.19523 -0.86361 0.68778 0.176
```